Entry 1:
{
  "formula": "C5H7NO",
  "method": "ωB97M-V/def2-TZVPD",
  "elements": ["C", "C", "O", "C", "C", "C", "N", "H", "H", "H", "H", "H", "H", "H"],
  "xyz": [[1.2628, 1.0098, 0.8828], [0.2543, 1.0319, -0.2887], [0.2311, 1.8316, -1.2109], [-0.7815, 0.1499, 0.2020], [0.0538, -0.9509, -0.9731], [-0.7584, -1.2699, 0.2071], [-2.0195, -0.4316, 0.1883], [2.2532, 1.1911, 0.4960], [1.2540, 0.1264, 1.5476], [0.9236, 1.8468, 1.5093], [-0.3425, -0.8594, -1.9818], [1.1151, -1.2305, -0.9516], [-0.5518, -1.9795, 0.9897], [-2.5780, -0.3299, -0.6520]],
  "smiles": "CC(=O)[C@@]12C[C@@H]1N2",
  "homo_lumo_gap_ev": 9.58,
  "energy_ha": -324.532497,
  "e_homo_ev": -8.64,
  "lumo_ev": 0.94
}

=====

Entry 2:
{
  "formula": "C10H14N4",
  "method": "ωB97M-V/def2-TZVPD",
  "elements": ["C", "C", "C", "C", "C", "C", "C", "C", "C", "C", "N", "N", "N", "N", "H", "H", "H", "H", "H", "H", "H", "H", "H", "H", "H", "H", "H", "H"],
  "xyz": [[0.3642, 1.2621, 4.3912], [0.9317, 3.2341, 0.6462], [0.2360, 0.4414, 3.3635], [0.7544, 3.2628, 3.2889], [0.5999, 1.0613, 0.3942], [0.6941, 2.6683, 1.9845], [-0.3354, -1.7752, -2.6673], [0.7447, -1.3165, -1.6724], [-1.3990, -1.6327, -1.5669], [-0.3313, -1.0931, -0.6022], [0.6126, 2.5958, 4.3765], [0.8397, 2.3179, -0.2344], [0.4281, 1.3916, 1.7989], [-0.5331, 0.3680, -0.2851], [0.2730, 0.8361, 5.3954], [1.1393, 4.2616, 0.4028], [0.0676, -0.5939, 3.1633], [0.9639, 4.3234, 3.3816], [1.4974, 0.4270, 0.2655], [-0.4750, -1.1213, -3.5249], [-0.2023, -2.7862, -3.0436], [1.4654, -2.0895, -1.4148], [1.2951, -0.4271, -1.9786], [-2.2208, -0.9562, -1.7938], [-1.8254, -2.5801, -1.2441], [-0.2108, -1.6366, 0.3360], [-1.4235, 0.5065, 0.2143], [-0.6304, 0.8431, -1.2004]],
  "homo_lumo_gap_ev": 8.50,
  "energy_ha": -607.713756,
  "e_homo_ev": -18.36,
  "charge": 2,
  "lumo_ev": -9.86
}

=====

Entry 3:
{
  "formula": "C9H14O2S",
  "method": "ωB97M-V/def2-TZVPD",
  "elements": ["C", "C", "C", "C", "C", "C", "C", "C", "C", "O", "O", "S", "H", "H", "H", "H", "H", "H", "H", "H", "H", "H", "H", "H", "H", "H"],
  "xyz": [[1.5048, 0.5790, 1.3935], [1.8139, 0.9928, -0.0900], [-0.7231, -0.4356, -2.5502], [0.2294, -1.2915, -1.7421], [1.1669, -0.8868, 1.5358], [0.4975, 1.1008, -0.7655], [-0.3752, -0.0261, -1.1614], [-1.1941, 0.0191, 0.0966], [-2.2639, 0.9570, 0.3710], [-1.0324, -2.3768, 1.3019], [-1.0304, -0.4753, 2.7417], [-0.6288, -0.9876, 1.4806], [2.3259, 0.7853, 1.9753], [0.6584, 1.0670, 1.8087], [2.1672, 1.9963, -0.0508], [2.3757, 0.2810, -0.5360], [-0.3333, 0.1744, -3.2972], [-1.7611, -0.8197, -2.8532], [-0.0555, -2.2330, -1.4108], [1.2267, -1.2736, -2.0263], [1.6383, -1.5104, 0.9328], [1.5081, -1.2526, 2.4870], [0.1795, 2.0405, -0.9174], [-2.0184, 1.9388, 0.3472], [-2.7159, 0.8476, 1.2960], [-3.1602, 0.7893, -0.3671]],
  "homo_lumo_gap_ev": [7.89, 8.12],
  "energy_ha": -899.800885,
  "e_homo_ev": [-8.13, -8.20],
  "lumo_ev": [-0.24, -0.09]
}

=====

Entry 4:
{
  "formula": "C4H10N3S",
  "method": "ωB97M-V/def2-TZVPD",
  "elements": ["C", "C", "C", "C", "N", "N", "N", "S", "H", "H", "H", "H", "H", "H", "H", "H", "H", "H"],
  "xyz": [[-3.9465, -0.0198, -0.2173], [0.9580, -0.4970, -0.3192], [2.6371, 0.3964, 1.2265], [3.0754, 0.0086, -1.1388], [-5.0188, 0.4640, 0.3499], [2.0920, -0.1030, -0.0351], [-0.0285, -1.0454, -0.5484], [-2.4838, -0.3738, 0.6272], [-3.8048, -0.4558, -1.1523], [2.0072, 0.0960, 2.0872], [3.6041, 0.0894, 1.3257], [2.5844, 1.4552, 1.1200], [2.6219, -0.2013, -2.0773], [3.8138, 0.9295, -0.9841], [3.9419, -0.7160, -1.0167], [-5.8625, 0.7004, -0.1343], [-1.1141, -1.2078, -0.4505], [-5.0768, 0.4805, 1.3375]],
  "homo_lumo_gap_ev": [9.53, 9.53],
  "energy_ha": -720.535644,
  "e_homo_ev": [-12.53, -12.53],
  "charge": 1,
  "lumo_ev": [-3.00, -3.00]
}

=====

Entry 5:
{
  "formula": "C31H24F3N2O2PPdTe",
  "method": "ωB97M-V/def2-TZVPD",
  "elements": ["Pd", "C", "C", "C", "C", "N", "C", "C", "C", "C", "C", "C", "C", "H", "H", "H", "H", "H", "H", "H", "H", "O", "C", "O", "C", "P", "C", "C", "C", "C", "C", "C", "C", "C", "C", "C", "C", "C", "H", "H", "H", "H", "H", "H", "H", "H", "H", "H", "H", "H", "F", "C", "F", "F", "C", "C", "C", "N", "C", "C", "H", "H", "H", "H", "Te"],
  "xyz": [[1.2503, 0.5383, -0.6616], [1.3532, -1.2007, -4.8889], [2.3204, -2.1886, -4.7498], [3.0358, -2.2761, -3.5730], [2.7820, -1.3686, -2.5416], [1.8247, -0.4393, -2.6796], [1.1381, -0.3578, -3.8179], [3.5247, -1.3540, -1.2585], [4.7457, -2.0209, -1.1308], [5.4627, -1.9405, 0.0493], [4.9666, -1.1788, 1.1000], [3.7590, -0.5095, 0.9668], [3.0042, -0.5990, -0.2005], [0.7776, -1.0916, -5.7965], [2.5098, -2.8882, -5.5532], [3.7804, -3.0462, -3.4423], [0.3841, 0.4204, -3.8593], [5.1588, -2.5838, -1.9575], [6.4134, -2.4479, 0.1419], [5.5341, -1.0914, 2.0180], [3.4132, 0.1079, 1.7884], [3.3000, 2.9548, 3.2653], [2.3984, 2.7917, 2.4640], [2.2517, 3.3236, 1.3128], [1.3557, 1.7139, 2.8208], [0.2753, 1.2862, 1.4218], [-0.8074, 2.7364, 1.2282], [-0.9955, 3.3045, -0.0230], [-1.8249, 4.4043, -0.1855], [-2.4753, 4.9504, 0.9107], [-2.2927, 4.3897, 2.1693], [-1.4671, 3.2888, 2.3232], [-0.8826, 0.0398, 2.0763], [-0.3773, -1.0509, 2.7848], [-1.2143, -2.0760, 3.1983], [-2.5694, -2.0312, 2.9010], [-3.0799, -0.9561, 2.1870], [-2.2428, 0.0699, 1.7761], [0.7817, 2.0741, 3.6755], [1.8719, 0.8080, 3.1441], [-0.4649, 2.8917, -0.8798], [-1.9512, 4.8437, -1.1667], [-3.1168, 5.8126, 0.7892], [-2.7911, 4.8123, 3.0314], [-1.3450, 2.8534, 3.3079], [0.6816, -1.1107, 3.0073], [-0.8064, -2.9109, 3.7527], [-3.2248, -2.8273, 3.2288], [-4.1348, -0.9149, 1.9474], [-2.6563, 0.9023, 1.2196], [-5.2513, -2.6187, -2.3709], [-4.7118, -2.5339, -1.1436], [-4.5756, -3.7784, -0.6726], [-5.6043, -1.9006, -0.3626], [-3.4006, -1.7861, -1.1761], [-3.3725, -0.5050, -1.7079], [-2.1678, 0.1744, -1.7068], [-1.0408, -0.3505, -1.2243], [-1.0808, -1.5859, -0.7262], [-2.2386, -2.3464, -0.6784], [-4.2634, -0.0390, -2.1049], [-2.1069, 1.1881, -2.0838], [-0.1472, -1.9785, -0.3346], [-2.2258, -3.3354, -0.2458], [2.8526, 2.5383, -1.1033]],
  "multiplicity": 5,
  "homo_lumo_gap_ev": [6.77, 6.46],
  "energy_ha": -2492.528656,
  "e_homo_ev": [-7.03, -8.32],
  "s_squared": 6.01,
  "lumo_ev": [-0.26, -1.86]
}

=====

Entry 6:
{
  "formula": "C10H26NSi",
  "method": "ωB97M-V/def2-TZVPD",
  "elements": ["C", "C", "C", "C", "C", "C", "C", "C", "C", "C", "N", "Si", "H", "H", "H", "H", "H", "H", "H", "H", "H", "H", "H", "H", "H", "H", "H", "H", "H", "H", "H", "H", "H", "H", "H", "H", "H", "H"],
  "xyz": [[-0.2592, -1.0175, -3.4741], [-0.0158, -2.1230, 1.3400], [-3.2034, -1.7608, -0.8109], [0.1808, 2.7520, 0.2900], [1.7493, 1.9320, 2.8225], [2.7242, 0.8909, 0.8357], [-0.0640, 0.0811, -2.4379], [0.2892, -1.8965, -0.1605], [-2.5810, -0.4951, -0.4102], [0.2340, 1.3395, 0.9511], [1.4883, 1.0427, 1.6390], [-0.7328, -0.3979, -0.7990], [0.0069, -0.6688, -4.5767], [0.4459, -1.8641, -3.3026], [-1.2748, -1.4199, -3.4394], [0.7328, -2.8200, 1.6657], [-0.0403, -1.2359, 2.0366], [-1.0461, -2.6632, 1.4054], [-2.7852, -2.5453, -0.1184], [-4.2167, -1.6089, -0.5373], [-2.9226, -2.1301, -1.6932], [0.9315, 2.7238, -0.4498], [-0.7335, 2.7922, -0.2797], [0.3613, 3.6259, 0.9638], [2.4080, 1.5046, 3.5410], [2.2042, 2.9968, 2.5765], [0.8204, 2.1041, 3.4895], [3.5532, 0.8248, 1.5952], [2.7055, 0.0608, 0.2031], [2.9443, 1.8820, 0.3612], [-0.6406, 0.9050, -2.7803], [0.9156, 0.4589, -2.4250], [-0.3523, -2.6462, -0.7690], [1.3472, -1.9871, -0.4188], [-2.9082, -0.2115, 0.5508], [-2.9794, 0.3269, -1.0180], [-0.5543, 1.1987, 1.5707], [1.2675, 0.0490, 2.0631]],
  "homo_lumo_gap_ev": 9.36,
  "energy_ha": -740.503246,
  "e_homo_ev": -11.83,
  "charge": 1,
  "lumo_ev": -2.48
}